The following is a DFT calculation (wB97M-V/def2-TZVPD) of C31H50BCl3GeN7ORuS4Si as an isolated structure at a distorted geometry.

Geometry as XYZ:
```
100
Properties=species:S:1:pos:R:3:mulliken_charge:R:1
Ru -0.490 0.277 -0.043 -1.061
Ge 4.974 0.598 0.424 0.449
Cl 2.255 2.284 2.617 -0.299
Cl -2.156 2.207 0.907 -0.345
Cl 3.089 4.051 -0.052 -0.320
S -0.420 -0.290 2.289 -0.527
S -0.470 3.472 -0.022 0.447
S -2.668 -0.555 -0.895 -0.394
S 0.260 0.074 -2.292 -0.404
Si 2.172 2.320 0.559 0.323
O -0.112 4.499 0.935 -0.477
N -1.611 -2.519 0.434 0.326
N 0.797 -2.245 1.031 0.948
N -1.509 -3.665 1.112 0.198
N 0.057 -2.435 -1.468 0.472
N 1.691 -3.198 0.795 -0.263
N 0.565 2.292 -0.046 0.054
N -0.008 -3.764 -1.566 0.148
C -2.749 -1.928 0.116 0.826
C -1.154 -6.305 -1.923 -1.627
C 1.347 -6.391 -2.075 -1.402
C 5.999 2.256 0.347 -1.272
C 0.709 -1.330 -4.989 -1.867
C 2.258 -3.101 3.093 -0.511
C 0.148 -4.327 -2.723 -0.284
C 2.428 -3.622 1.785 -0.412
C -2.593 -4.241 1.544 0.010
C 2.645 -6.074 1.595 -1.069
C -0.038 -6.407 -4.157 -2.359
C 0.067 -5.854 -2.734 2.546
C -3.860 -3.634 1.344 -0.717
C -5.260 -1.770 0.414 -1.789
C -3.962 -2.483 0.634 0.237
C 3.420 -4.750 1.483 2.365
C 3.085 0.858 -0.074 0.778
C 0.632 -1.631 2.208 1.259
C -2.450 -5.575 2.265 2.523
C -3.207 -6.642 1.459 -1.466
C 4.002 -4.591 0.078 -1.472
C 5.037 -0.153 2.227 -0.777
C 0.465 -2.200 -3.797 0.436
C -3.055 -5.466 3.672 -1.871
C 0.257 -1.613 -2.507 0.693
C 1.386 -2.095 3.323 0.126
C 4.575 -4.753 2.491 -2.067
C 0.411 -3.549 -3.880 -0.556
C 1.242 -1.431 4.653 -1.847
C -0.980 -5.978 2.377 -1.610
C 5.670 -0.665 -0.898 -1.084
B -0.262 -1.862 -0.052 0.408
H 3.020 0.888 -1.167 0.384
H -4.125 -5.244 3.639 0.354
H 2.850 -3.484 3.916 0.315
H -5.183 -0.744 0.776 0.369
H 2.553 -0.042 0.253 -1.383
H 6.651 -1.058 -0.617 0.376
H 2.364 -6.266 2.635 0.371
H 6.051 -0.461 2.497 0.423
H -4.275 -6.417 1.400 0.361
H -0.885 -5.975 -4.696 0.473
H 4.695 0.593 2.946 0.364
H -0.109 -0.616 -5.110 0.384
H 4.599 -5.471 -0.178 0.507
H -1.127 -7.389 -1.779 0.482
H -0.510 -6.033 1.392 -0.118
H -2.928 -6.414 4.200 0.474
H 0.195 -1.401 4.962 0.354
H 4.377 -1.022 2.293 -0.014
H -0.416 -5.251 2.968 0.259
H 5.060 -3.773 2.546 0.300
H -5.489 -1.708 -0.653 0.352
H 5.322 -5.484 2.176 0.469
H 0.803 -1.930 -5.894 0.383
H -2.815 -6.712 0.442 0.105
H 1.430 -6.012 -1.054 -0.117
H -4.748 -4.074 1.783 0.381
H -2.559 -4.681 4.248 0.349
H 5.707 2.918 1.164 0.359
H -3.095 -7.617 1.939 0.481
H -6.074 -2.280 0.927 0.393
H 1.727 -6.039 1.004 -0.364
H -0.185 -7.487 -4.109 0.424
H 3.215 -4.467 -0.667 0.115
H 1.582 -0.395 4.583 0.265
H 4.650 -3.715 0.038 0.235
H 4.246 -5.036 3.493 0.383
H -0.908 -6.956 2.859 0.544
H 2.234 -6.074 -2.631 0.444
H 5.818 2.775 -0.594 0.368
H 7.067 2.044 0.432 0.387
H 1.331 -7.484 -2.049 0.474
H 4.979 -1.499 -1.015 0.204
H 3.260 -6.908 1.246 0.469
H 5.766 -0.161 -1.863 0.391
H -2.081 -6.049 -2.443 0.439
H 0.873 -6.225 -4.731 0.428
H 1.619 -0.741 -4.848 0.339
H 0.548 -4.022 -4.844 0.423
H 1.828 -1.952 5.409 0.469
H -1.162 -5.817 -0.947 -0.047
```

## Properties
Energy relative to the best compared isomer or geometry (same formula, charge and spin), eV: 0.000
Gap between HOMO and LUMO (alpha / beta), eV: 6.98 / 6.80
Electronic energy, Ha: -7129.555709
2S+1: 2